Formula: C9H23N7O15
Source: OMol25
Level of theory: ωB97M-V with the def2-TZVPD basis set

```
54
Properties=species:S:1:pos:R:3:forces:R:3
C -1.048 -1.843 -1.322 0.41 0.77 -0.66
N 0.211 -1.148 -1.720 -0.37 -0.03 0.15
C -0.106 0.246 -1.852 -0.37 -0.40 -0.29
O 1.041 1.089 -1.613 -0.78 0.13 -1.02
C 0.647 2.274 -1.075 -0.17 -0.92 -2.35
O 0.930 2.513 0.009 1.14 1.35 4.37
O -0.025 3.196 -1.845 -0.39 -0.86 -0.59
C -1.425 3.156 -1.698 -1.04 0.70 -0.44
O -1.847 3.522 -0.386 0.48 -0.12 -0.42
N -2.421 2.377 0.222 0.54 -0.43 0.48
O -2.195 2.356 1.361 -0.50 0.20 -0.05
H -1.031 -2.894 -1.610 0.17 0.07 0.31
H -1.875 -1.362 -1.875 -0.16 -0.40 0.35
H -1.174 -1.693 -0.248 -0.18 -0.32 -0.13
H 0.552 -1.534 -2.592 0.04 0.12 0.02
H -0.870 0.461 -1.092 0.27 0.01 0.02
H -0.560 0.492 -2.831 0.31 0.06 0.10
H -1.868 2.186 -1.939 0.23 0.00 0.10
H -1.842 3.884 -2.395 0.38 0.08 0.10
C 3.961 2.192 -3.310 0.08 -0.02 0.24
N 4.155 1.574 -4.650 0.01 0.01 0.09
O 4.867 0.590 -4.720 -0.05 0.10 -0.11
O 3.586 2.098 -5.585 0.10 -0.10 0.04
H 4.523 1.623 -2.578 0.00 -0.05 -0.09
H 4.324 3.215 -3.366 -0.09 0.00 -0.08
H 2.898 2.163 -3.089 0.01 0.05 -0.08
C 7.592 1.778 -6.589 -0.02 -0.17 -0.13
N 8.689 2.544 -5.938 0.03 -0.04 -0.07
O 9.820 2.361 -6.340 -0.09 0.09 0.12
O 8.370 3.303 -5.044 0.06 -0.07 -0.08
H 8.017 1.146 -7.361 0.08 0.06 0.04
H 7.109 1.179 -5.821 -0.08 0.11 0.00
H 6.899 2.498 -7.016 -0.05 0.00 0.13
C -2.191 1.426 4.973 0.16 0.14 0.12
N -2.325 -0.041 4.767 0.00 0.01 0.01
O -1.678 -0.778 5.486 -0.09 0.22 -0.06
O -3.076 -0.403 3.885 0.04 -0.03 0.13
H -1.494 1.605 5.784 -0.01 -0.12 -0.01
H -1.821 1.850 4.043 -0.13 -0.01 -0.03
H -3.176 1.814 5.216 -0.01 -0.02 -0.13
C -1.733 -3.859 4.923 0.10 -0.17 0.14
N -1.445 -4.557 3.641 0.01 -0.03 0.17
O -0.811 -5.592 3.688 -0.07 0.10 -0.16
O -1.870 -4.038 2.625 0.06 -0.11 0.04
H -1.298 -4.432 5.735 0.02 -0.08 -0.11
H -1.290 -2.873 4.866 -0.11 0.02 -0.09
H -2.814 -3.795 5.024 0.31 0.12 -0.11
C -6.354 -2.971 3.871 0.09 -0.05 -0.24
N -5.832 -3.322 5.220 0.01 0.03 -0.10
O -4.766 -3.906 5.274 -0.44 0.01 0.18
O -6.507 -2.997 6.172 0.12 -0.05 -0.05
H -5.648 -3.321 3.125 0.05 0.00 0.09
H -7.317 -3.461 3.756 -0.03 0.09 0.08
H -6.457 -1.891 3.832 -0.08 -0.03 0.07
```
Positions in Å, forces in eV/Å.

**Highest occupied orbital energy**: -9.9 eV
**SMILES string**: CNCOC(=O)OCON=O.C[N+](=O)[O-].C[N+](=O)[O-].C[N+](=O)[O-].C[N+](=O)[O-].C[N+](=O)[O-]
**Electronic energy**: -50830.753 eV
**2S+1**: 1
**Molecular weight**: 469.32 Da
**LUMO energy**: -0.69 eV